[1]
{"formula": "C37H54EuN3OP2", "method": "the ωB97M-V functional and the def2-TZVPD basis", "elements": ["C", "C", "C", "C", "C", "H", "H", "H", "N", "P", "P", "C", "H", "H", "C", "O", "C", "H", "C", "C", "C", "C", "C", "H", "H", "H", "C", "H", "H", "H", "C", "H", "H", "H", "C", "H", "H", "H", "C", "H", "H", "H", "C", "H", "H", "H", "C", "H", "H", "H", "C", "H", "H", "H", "C", "H", "H", "H", "C", "H", "H", "H", "C", "H", "H", "H", "C", "H", "H", "H", "Eu", "N", "C", "C", "C", "C", "C", "H", "C", "H", "C", "H", "H", "H", "C", "C", "C", "C", "N", "C", "C", "H", "H", "H", "H", "H", "H", "H"], "xyz": [[-1.609, -1.296, -2.380], [0.665, -1.755, -2.039], [-1.702, -2.239, -3.400], [0.574, -2.829, -2.965], [-0.604, -3.069, -3.643], [-2.636, -2.321, -3.951], [1.472, -3.418, -3.149], [-0.676, -3.874, -4.371], [-0.503, -1.145, -1.630], [-2.939, 0.067, -0.334], [2.971, -0.302, -0.665], [-2.766, -0.325, -2.127], [-2.561, 0.613, -2.671], [-3.695, -0.718, -2.560], [0.472, 2.434, 1.937], [0.865, 3.509, 2.019], [1.981, -1.407, -1.583], [2.613, -2.308, -1.654], [4.313, 0.132, -1.956], [3.648, -1.105, 0.982], [-3.750, 1.775, -0.350], [-4.075, -1.353, 0.229], [4.472, 1.660, -1.866], [4.824, 1.974, -0.874], [5.208, 1.986, -2.613], [3.526, 2.175, -2.070], [5.651, -0.570, -1.708], [6.097, -0.337, -0.734], [5.564, -1.658, -1.819], [6.358, -0.225, -2.480], [3.849, -0.257, -3.364], [4.593, 0.103, -4.091], [3.752, -1.342, -3.481], [2.891, 0.203, -3.611], [4.618, -0.095, 1.623], [4.108, 0.845, 1.876], [5.017, -0.526, 2.553], [5.473, 0.150, 0.981], [2.469, -1.352, 1.941], [1.986, -0.411, 2.271], [1.726, -2.055, 1.522], [2.855, -1.827, 2.856], [4.341, -2.441, 0.703], [5.226, -2.343, 0.066], [4.677, -2.861, 1.663], [3.657, -3.166, 0.244], [-4.632, -1.022, 1.625], [-5.187, -1.898, 1.993], [-3.827, -0.812, 2.345], [-5.330, -0.174, 1.614], [-3.202, -2.618, 0.336], [-2.764, -2.907, -0.629], [-2.392, -2.499, 1.070], [-3.839, -3.448, 0.678], [-5.217, -1.635, -0.759], [-5.882, -2.384, -0.302], [-5.824, -0.752, -0.984], [-4.853, -2.064, -1.701], [-2.920, 2.716, -1.253], [-3.077, 2.506, -2.320], [-3.252, 3.751, -1.077], [-1.842, 2.666, -1.039], [-3.738, 2.321, 1.091], [-2.714, 2.429, 1.476], [-4.207, 3.315, 1.088], [-4.301, 1.683, 1.785], [-5.187, 1.688, -0.872], [-5.241, 1.254, -1.880], [-5.847, 1.128, -0.197], [-5.589, 2.711, -0.936], [-0.097, -0.140, 0.701], [0.975, 1.319, -0.861], [1.203, 1.062, -2.029], [0.945, 1.697, -3.322], [0.719, 3.083, -3.279], [0.878, 1.029, -4.561], [0.569, 3.822, -4.456], [0.675, 3.587, -2.308], [0.757, 1.771, -5.743], [0.938, -0.061, -4.588], [0.622, 3.165, -5.693], [0.417, 4.904, -4.405], [0.773, 1.254, -6.707], [0.546, 3.740, -6.618], [-1.714, -2.601, 6.830], [-1.422, -2.218, 5.412], [-1.479, -0.881, 5.020], [-1.187, -0.537, 3.701], [-0.851, -1.466, 2.772], [-0.796, -2.769, 3.151], [-1.079, -3.176, 4.451], [-1.021, -2.109, 7.525], [-2.729, -2.303, 7.123], [-1.623, -3.683, 6.964], [-1.744, -0.099, 5.731], [-1.214, 0.510, 3.358], [-0.520, -3.493, 2.377], [-1.028, -4.234, 4.703]], "forces_ev_per_a": [[-0.399, -0.222, -0.683], [0.290, 0.197, 0.880], [-0.627, 0.677, 0.512], [-0.466, -0.464, -0.542], [0.712, -0.015, 0.365], [0.247, -0.057, 0.020], [-0.267, 0.149, -0.062], [0.073, 0.136, 0.112], [0.515, 0.356, -0.323], [0.010, -0.051, -0.064], [0.367, 0.765, 2.785], [0.375, -0.220, -0.255], [0.138, -0.370, 0.253], [0.294, 0.129, 0.167], [1.192, 3.210, 0.164], [-1.147, -3.128, -0.182], [-0.547, -2.074, 0.819], [-0.102, 0.250, -0.926], [0.233, -0.330, 0.479], [0.396, -0.344, -1.558], [-0.221, -0.617, 0.089], [-0.026, 0.581, -0.094], [0.253, -0.073, -0.062], [-0.095, -0.084, -0.202], [-0.104, 0.039, 0.108], [0.195, -0.051, 0.041], [0.312, 0.160, -0.284], [-0.111, -0.112, -0.291], [0.003, 0.287, 0.036], [-0.049, -0.084, 0.180], [0.086, 0.114, -0.094], [-0.081, -0.063, 0.160], [0.008, 0.255, 0.019], [0.381, -0.219, -0.036], [-0.114, -0.131, 0.099], [0.068, -0.192, -0.108], [-0.039, 0.115, -0.140], [-0.326, -0.105, 0.221], [0.268, 0.049, -0.118], [0.210, -0.225, -0.125], [0.180, 0.185, 0.003], [-0.139, 0.108, -0.170], [0.222, -0.224, 0.676], [-0.313, 0.033, 0.217], [0.039, -0.178, -0.166], [0.081, 0.147, 0.046], [-0.155, -0.176, -0.004], [0.121, 0.215, -0.033], [-0.161, 0.002, -0.177], [0.194, -0.234, -0.022], [0.078, -0.010, 0.003], [-0.098, 0.086, 0.191], [-0.265, 0.022, -0.233], [0.150, 0.172, -0.086], [-0.277, -0.217, 0.181], [0.112, 0.132, -0.148], [0.179, -0.311, 0.055], [-0.087, 0.075, 0.276], [-0.131, -0.058, 0.080], [0.078, 0.074, 0.298], [0.091, -0.254, -0.012], [-0.198, -0.032, -0.046], [-0.112, 0.070, -0.123], [-0.178, -0.012, -0.113], [0.129, -0.191, 0.094], [0.153, 0.173, -0.175], [-0.220, 0.608, 0.013], [0.042, 0.064, 0.269], [0.227, 0.141, -0.183], [-0.019, -0.199, -0.041], [0.255, -0.813, -0.498], [1.172, -0.561, -5.757], [-3.206, 3.681, 3.775], [-0.275, -0.472, -0.922], [0.106, 0.489, -0.032], [0.217, 0.244, 0.159], [0.038, -0.478, -0.032], [0.137, -0.209, -0.392], [-0.139, -0.001, 0.293], [0.108, 0.321, -0.025], [0.030, -0.115, 0.237], [0.067, -0.426, -0.015], [-0.074, 0.206, 0.404], [0.006, -0.198, 0.282], [-0.057, -0.205, 0.282], [0.021, -0.005, -0.084], [0.088, 0.383, -0.538], [0.108, -0.960, -0.048], [-0.089, -0.340, 0.944], [-0.146, 0.878, 0.152], [0.060, 0.176, -0.318], [-0.126, -0.086, -0.206], [0.212, -0.046, -0.122], [-0.034, 0.196, 0.036], [0.062, -0.210, -0.122], [-0.058, -0.458, 0.243], [-0.102, 0.281, 0.277], [-0.011, 0.277, 0.000]], "e_tot_ha": -3074.54485, "gap_ev": [5.723, 5.810], "e_homo_ev": [-8.4, -8.5], "spin_multiplicity": 8, "total_charge": 1}

=====

[2]
{"formula": "C9H15NO2S2", "method": "the ωB97M-V functional and the def2-TZVPD basis", "elements": ["C", "C", "C", "C", "C", "N", "C", "S", "S", "C", "C", "O", "O", "H", "H", "H", "C", "H", "H", "H", "H", "H", "H", "H", "H", "H", "H", "H", "H"], "xyz": [[-0.734, -2.334, -0.532], [-1.263, -1.225, -1.437], [-0.170, -0.754, -2.412], [-0.300, 0.740, -2.690], [-0.033, 1.508, -1.396], [-0.652, 0.839, -0.270], [-0.188, 0.941, 0.972], [-0.849, 0.191, 2.283], [1.224, 2.005, 1.167], [1.676, 1.588, 2.864], [1.899, 0.094, 2.992], [2.232, -0.638, 2.100], [1.774, -0.293, 4.262], [1.903, -1.251, 4.339], [0.904, 1.919, 3.558], [2.610, 2.115, 3.063], [-1.756, -0.031, -0.601], [-2.496, 0.553, -1.157], [-2.216, -0.380, 0.324], [-0.405, 2.538, -1.464], [1.046, 1.554, -1.217], [0.426, 1.055, -3.440], [-1.295, 0.962, -3.079], [-0.227, -1.321, -3.342], [0.811, -0.938, -1.969], [-2.120, -1.607, -2.001], [0.067, -1.957, 0.101], [-0.344, -3.155, -1.128], [-1.524, -2.717, 0.109]], "forces_ev_per_a": [[-0.169, 0.092, -0.150], [0.114, 0.039, 0.184], [-0.210, 0.102, -0.137], [0.147, -0.134, 0.072], [0.178, 0.412, -0.415], [0.286, -0.022, 0.111], [0.076, 0.198, 0.330], [-0.493, -0.182, 0.371], [0.047, 0.034, 0.117], [-0.335, 0.017, -0.344], [0.331, -0.130, -0.250], [0.152, -0.074, 0.062], [-0.070, -0.024, 0.700], [0.057, 0.141, -0.288], [0.156, -0.055, -0.032], [0.032, 0.012, -0.022], [-0.542, -0.425, -0.155], [0.011, 0.000, 0.038], [0.020, 0.138, -0.170], [0.062, -0.030, -0.013], [-0.106, -0.033, -0.096], [-0.050, 0.081, -0.016], [-0.003, 0.051, -0.047], [0.085, -0.054, 0.005], [0.075, -0.060, 0.002], [0.010, 0.070, -0.007], [0.105, 0.028, 0.097], [0.075, -0.121, -0.054], [-0.040, -0.072, 0.105]], "e_tot_ha": -1353.57714, "gap_ev": 8.848, "smiles": "C[C@@H]1CCCN(C(=S)SCC(=O)O)C1", "e_homo_ev": -8.2}

=====

[3]
{"formula": "C2HN2O2", "method": "the ωB97M-V functional and the def2-TZVPD basis", "elements": ["C", "C", "N", "N", "O", "O", "H"], "xyz": [[-0.601, -0.748, 0.432], [-0.023, 0.589, -0.191], [1.467, 0.551, -0.055], [1.022, 0.333, -1.186], [-1.755, -1.067, 0.341], [0.375, -1.249, 1.103], [-0.485, 1.592, -0.443]], "forces_ev_per_a": [[3.843, 1.294, 2.017], [-0.113, 0.185, -0.935], [-0.762, 0.770, -1.240], [0.860, -0.266, 0.890], [-2.323, -0.522, -0.600], [-1.603, -0.160, -1.067], [0.098, -1.301, 0.937]], "e_tot_ha": -336.78818, "gap_ev": 8.970, "smiles": "O=C([O-])C1N=N1", "e_homo_ev": -4.3, "total_charge": -1}

=====

[4]
{"formula": "C3H3BrClNS", "method": "the ωB97M-V functional and the def2-TZVPD basis", "elements": ["C", "C", "C", "N", "S", "Cl", "Br", "H", "H", "H"], "xyz": [[-0.860, 0.172, -0.174], [-0.214, 0.904, -1.099], [0.019, -0.782, 0.625], [1.402, -0.519, 0.362], [1.515, 0.469, -1.053], [-0.870, 2.152, -2.078], [-2.651, 0.422, 0.221], [-0.204, -0.838, 1.748], [-0.158, -1.936, 0.462], [2.022, -0.044, 0.986]], "forces_ev_per_a": [[0.748, 0.307, -0.230], [0.176, -0.763, 1.452], [-1.267, -2.906, 2.146], [0.769, 0.687, -1.734], [0.106, 0.205, -1.194], [0.406, -0.489, 0.169], [-0.440, -0.176, 0.189], [0.257, 0.996, -1.342], [-0.142, 2.030, -0.678], [-0.612, 0.108, 1.221]], "e_tot_ha": -3603.20408, "gap_ev": 8.566, "smiles": "ClC1=C(Br)CNS1", "e_homo_ev": -8.0}